Entry 1:
{"formula": "C5H13PS", "method": "wB97M-V/def2-TZVPD", "species": ["C", "P", "C", "S", "H", "H", "H", "H", "H", "H", "H", "C", "C", "C", "H", "H", "H", "H", "H", "H"], "coordinates": [[2.968, -1.002, 0.509], [1.420, -0.126, 0.236], [2.147, 1.553, -0.143], [0.654, -0.812, -1.517], [3.576, -0.414, 1.159], [2.879, -2.041, 0.936], [3.530, -1.150, -0.434], [1.808, 2.087, -0.999], [1.975, 2.200, 0.772], [3.248, 1.461, -0.289], [-0.685, -0.348, -1.208], [-2.718, 0.602, -1.068], [-2.812, -0.454, -0.291], [-2.471, -0.531, 1.197], [-2.452, 1.543, -0.659], [-2.970, 0.458, -2.102], [-2.999, -1.442, -0.806], [-1.841, 0.416, 1.531], [-3.443, -0.591, 1.862], [-1.815, -1.409, 1.314]], "forces_ev_per_angstrom": [[0.6, -2.3, -1.1], [-0.6, 1.5, 1.8], [1.3, 0.1, 1.6], [-1.9, 0.0, -1.0], [0.4, 0.4, 0.6], [-0.3, 1.1, -0.2], [-0.1, 0.2, 0.3], [-0.8, 0.1, -0.7], [0.2, -0.7, -1.0], [-0.6, 0.1, 0.2], [1.9, -0.8, -0.4], [-0.5, -0.4, -0.2], [0.3, -1.9, 0.7], [-0.3, 1.7, 0.6], [0.2, 0.9, 0.1], [0.1, 0.5, -0.4], [-0.1, 1.1, 0.8], [-1.4, -1.9, -0.7], [2.0, -0.1, -1.3], [-0.4, 0.3, 0.4]], "de_lowest_ev": 2.319, "e_tot_ha": -937.79146, "homo_energy_ev": -8.0, "spin_multiplicity": 1, "lumo_ha": 0.03381, "total_charge": 0, "smiles": "CP(C)S.C=CC"}

Entry 2:
{"formula": "C32H28N5O11PtSTe", "method": "wB97M-V/def2-TZVPD", "species": ["Pt", "O", "C", "O", "C", "C", "C", "C", "C", "C", "O", "N", "O", "O", "N", "O", "O", "H", "H", "C", "N", "C", "C", "C", "N", "C", "C", "O", "H", "H", "H", "H", "H", "H", "H", "H", "H", "H", "H", "H", "O", "C", "N", "S", "O", "O", "C", "C", "C", "C", "C", "C", "H", "H", "H", "H", "Te", "C", "C", "C", "C", "C", "C", "C", "C", "C", "C", "C", "C", "H", "H", "H", "H", "H", "H", "H", "H", "H", "H"], "coordinates": [[0.804, 0.013, -0.440], [4.349, 1.706, 1.119], [3.388, 0.968, 0.925], [2.729, 0.953, -0.183], [2.941, 0.056, 2.045], [3.808, -0.830, 2.597], [3.361, -1.736, 3.571], [2.056, -1.714, 3.993], [1.159, -0.783, 3.489], [1.556, 0.139, 2.442], [0.797, 0.991, 1.845], [-0.181, -0.897, 3.974], [-0.403, -1.691, 4.876], [-1.071, -0.191, 3.518], [4.251, -2.740, 4.080], [5.426, -2.699, 3.746], [3.801, -3.599, 4.829], [4.836, -0.881, 2.267], [1.717, -2.436, 4.719], [0.931, 2.841, -2.809], [1.362, 3.695, -1.719], [2.731, 4.185, -1.800], [2.920, 5.319, -0.809], [2.565, 4.800, 0.570], [1.223, 4.238, 0.554], [0.567, 4.132, 1.841], [0.724, 3.557, -0.510], [-0.367, 2.951, -0.429], [1.347, 1.828, -2.727], [1.264, 3.279, -3.750], [-0.153, 2.774, -2.799], [2.902, 4.534, -2.821], [3.434, 3.377, -1.580], [2.267, 6.154, -1.077], [3.955, 5.661, -0.819], [2.575, 5.609, 1.305], [3.293, 4.043, 0.874], [1.224, 3.646, 2.566], [-0.330, 3.533, 1.734], [0.303, 5.130, 2.204], [-0.399, -2.574, -3.465], [-0.096, -2.805, -2.308], [0.130, -1.887, -1.333], [0.523, -2.570, 0.102], [-0.432, -2.239, 1.129], [1.917, -2.361, 0.414], [0.328, -4.253, -0.416], [0.492, -5.439, 0.265], [0.307, -6.618, -0.446], [-0.009, -6.586, -1.801], [-0.142, -5.380, -2.477], [0.024, -4.207, -1.764], [0.758, -5.443, 1.314], [0.412, -7.566, 0.063], [-0.146, -7.517, -2.337], [-0.366, -5.340, -3.535], [-1.579, 0.668, 0.416], [-2.964, -0.949, 0.288], [-3.003, -1.863, -0.757], [-4.013, -2.811, -0.819], [-4.998, -2.844, 0.159], [-4.948, -1.949, 1.216], [-3.931, -1.007, 1.283], [-2.578, 1.492, -1.290], [-3.439, 2.554, -1.042], [-4.065, 3.211, -2.089], [-3.828, 2.811, -3.397], [-2.966, 1.753, -3.649], [-2.342, 1.095, -2.599], [-2.239, -1.850, -1.522], [-4.031, -3.527, -1.631], [-5.797, -3.573, 0.099], [-5.699, -1.989, 1.996], [-3.872, -0.320, 2.119], [-3.600, 2.873, -0.017], [-4.730, 4.042, -1.888], [-4.304, 3.331, -4.218], [-2.770, 1.447, -4.670], [-1.663, 0.273, -2.802]], "forces_ev_per_angstrom": [[-1.7, 1.0, 0.6], [-0.1, -0.1, 0.0], [0.4, 0.4, 0.3], [-0.3, -0.3, -0.8], [-0.5, 0.1, -0.1], [0.3, -0.2, 0.1], [-0.4, 0.4, -0.3], [0.0, -0.1, 0.2], [0.8, 0.4, -0.9], [-0.2, -0.1, 0.0], [0.2, -0.6, 0.0], [-0.9, 0.2, 0.4], [0.1, -0.2, 0.1], [0.3, 0.1, -0.4], [0.3, -0.5, 0.3], [-0.1, 0.1, 0.0], [0.0, 0.2, -0.1], [0.0, 0.1, 0.0], [0.0, 0.0, 0.0], [-0.1, -0.2, 0.1], [0.1, -0.2, 0.2], [-0.1, 0.1, 0.2], [0.0, -0.1, 0.0], [0.0, 0.1, -0.1], [0.2, -0.1, 0.1], [0.0, -0.1, 0.0], [-0.7, 0.3, -0.1], [0.7, 0.2, -0.2], [0.0, 0.1, 0.0], [0.0, 0.0, 0.0], [0.0, 0.0, -0.1], [0.0, -0.1, 0.0], [0.1, -0.1, 0.0], [0.0, 0.0, 0.0], [0.0, 0.0, 0.0], [0.0, 0.0, 0.0], [0.0, -0.1, 0.1], [0.0, 0.0, 0.0], [0.0, 0.0, 0.1], [0.0, 0.0, 0.0], [0.0, 0.1, 0.1], [0.0, 0.1, -0.8], [0.8, 0.9, 1.4], [0.4, -0.9, 0.7], [-0.1, -0.3, 0.0], [0.0, -0.4, 0.0], [-0.1, 0.5, -0.5], [0.0, 0.0, 0.2], [0.0, 0.1, 0.1], [0.0, 0.0, -0.1], [0.0, 0.0, -0.1], [-0.1, -0.1, 0.1], [0.0, 0.0, 0.0], [0.0, 0.0, 0.0], [0.0, 0.0, 0.0], [0.0, 0.0, 0.0], [0.4, -0.5, -1.1], [0.0, -0.1, 0.1], [0.1, 0.0, -0.2], [0.0, 0.0, 0.0], [0.0, 0.0, 0.1], [-0.1, -0.1, 0.0], [0.2, 0.2, 0.0], [0.2, 0.2, 0.0], [0.1, -0.1, 0.2], [-0.1, 0.0, -0.1], [0.0, 0.0, 0.0], [0.0, 0.0, 0.0], [0.2, -0.3, 0.1], [-0.1, 0.1, 0.0], [0.0, 0.0, 0.0], [0.0, 0.0, 0.0], [0.0, 0.0, 0.0], [-0.1, 0.0, 0.1], [-0.1, 0.1, -0.1], [0.0, 0.0, 0.0], [0.0, 0.0, 0.0], [0.0, 0.0, 0.0], [0.0, 0.0, 0.0]], "de_lowest_ev": 2.157, "e_tot_ha": -3123.06069, "homo_energy_ev": -5.6, "spin_multiplicity": 1, "lumo_ha": 0.02967, "total_charge": -1}

Entry 3:
{"formula": "C6H9ClS", "method": "wB97M-V/def2-TZVPD", "species": ["C", "C", "Cl", "C", "C", "C", "C", "S", "H", "H", "H", "H", "H", "H", "H", "H", "H"], "coordinates": [[2.373, 1.372, -0.486], [1.860, 0.155, -0.436], [2.851, -1.179, -0.955], [0.504, -0.185, 0.072], [0.425, -1.310, 1.039], [-0.552, 0.539, -0.392], [-1.954, 0.382, 0.082], [-2.808, -0.776, -1.085], [3.312, 1.568, -0.919], [1.785, 2.232, -0.118], [1.053, -1.174, 1.957], [-0.632, -1.472, 1.355], [0.717, -2.262, 0.556], [-0.377, 1.273, -1.127], [-2.478, 1.381, -0.001], [-2.009, 0.034, 1.119], [-4.070, -0.578, -0.658]], "forces_ev_per_angstrom": [[-1.4, 0.7, 0.5], [-0.2, 0.2, 0.2], [0.0, -0.3, -0.1], [-0.5, 0.9, -0.8], [-0.8, -0.9, 0.8], [1.1, -1.5, 1.5], [-0.9, 1.0, -0.2], [0.1, 0.1, 0.4], [1.0, 0.1, -0.3], [0.4, -0.6, -0.2], [-0.4, 0.0, -0.9], [0.8, 0.1, -0.1], [0.1, 0.5, 0.2], [0.2, 0.7, -0.9], [0.5, -1.1, 0.2], [-0.1, 0.0, -0.4], [0.2, 0.0, 0.0]], "de_lowest_ev": 0.615, "e_tot_ha": -1092.35606, "homo_energy_ev": -9.1, "spin_multiplicity": 1, "lumo_ha": 0.02245, "total_charge": 0, "smiles": "C=C(Cl)/C(C)=C/CS"}